(1)
158
Properties=species:S:1:pos:R:3:forces:R:3 method="wB97M-V/def2-TZVPD" spin_multiplicity=1 e_above_lowest_kcal_mol=0.0 e_tot_ev=-76037.8727 e_homo_ha=-0.296 lumo_ev=0.46 total_charge=0 gap_ev=8.51
C -4.0155 1.2295 1.1933 0.53 -0.24 -0.38
O -4.4409 0.0551 1.8653 0.00 0.37 -0.13
C -3.7097 -1.0742 1.4682 -0.15 -0.60 0.40
C -4.0521 -2.1660 2.4764 0.28 -0.47 0.00
C -3.3842 -1.9503 3.8209 0.45 0.58 -0.08
N -3.6114 -3.4937 1.9595 -0.94 -0.09 0.35
H -4.4329 2.1176 1.6590 -0.09 -0.12 0.18
H -4.2939 1.2211 0.1327 -0.16 -0.07 0.02
H -2.9238 1.2727 1.2276 -0.07 0.29 0.15
H -3.9702 -1.4249 0.4614 -0.18 0.17 -0.14
H -2.6249 -0.9066 1.4598 0.05 0.25 0.09
H -5.1374 -2.1343 2.6166 -0.01 -0.01 0.00
H -3.6153 -0.9534 4.1992 -0.35 -0.19 0.19
H -2.2927 -1.9427 3.7359 0.00 -0.24 -0.25
H -3.6375 -2.7315 4.5377 -0.23 0.15 0.11
H -3.6219 -4.1197 2.7633 0.36 0.02 -0.02
H -4.3758 -3.8878 1.4079 0.25 0.23 -0.29
C 0.9602 -2.9526 -6.3351 -0.40 -0.43 -0.18
O 0.0746 -1.9984 -5.7999 0.31 -0.17 0.47
C -1.2697 -2.4178 -5.8595 -0.14 0.36 -0.74
C -2.1021 -1.5390 -4.9401 -0.17 -0.69 0.67
C -1.6626 -1.7422 -3.4933 0.45 -0.56 -0.07
N -3.5158 -1.8941 -5.1235 -0.19 0.10 0.01
H 1.9849 -2.7489 -6.0388 -0.01 0.36 -0.04
H 0.8627 -2.9831 -7.4249 0.22 0.03 -0.10
H 0.7169 -3.9566 -5.9674 -0.01 -0.01 0.08
H -1.6240 -2.3545 -6.8980 -0.13 0.19 0.04
H -1.3824 -3.4809 -5.6023 0.13 0.03 0.38
H -1.9674 -0.4856 -5.1880 -0.01 -0.03 -0.29
H -2.2113 -1.0955 -2.8113 0.27 0.17 0.07
H -0.5773 -1.6537 -3.4020 -0.13 0.59 0.18
H -1.8297 -2.7794 -3.1743 -0.35 -0.02 -0.18
H -4.0841 -1.3056 -4.5203 0.05 0.14 -0.16
H -3.6686 -2.8260 -4.7440 0.12 -0.05 -0.15
C -1.4795 -7.2707 -0.9975 -0.11 -0.12 0.00
O -1.1138 -5.9161 -0.8704 0.04 -0.18 0.10
C -0.7793 -5.5929 0.4742 -0.37 0.29 -0.20
C -0.3301 -4.1261 0.4488 0.12 -0.06 -0.23
C 0.1706 -3.6657 1.8004 0.03 -0.69 0.46
N -1.3473 -3.2052 -0.0924 -0.17 -0.83 0.47
H -0.6640 -7.9237 -0.6690 -0.01 -0.06 0.04
H -1.7087 -7.4983 -2.0366 0.11 0.21 -0.07
H -2.3756 -7.4956 -0.4089 0.03 -0.01 0.11
H -1.6504 -5.7780 1.1163 -0.02 0.15 0.10
H 0.0364 -6.2423 0.8184 0.08 0.05 0.02
H 0.5006 -4.1889 -0.2578 0.08 0.55 0.00
H -0.6619 -3.4486 2.4731 -0.08 -0.01 -0.05
H 0.8350 -2.8062 1.8043 -0.06 0.04 -0.34
H 0.7228 -4.5063 2.2348 0.07 0.19 0.21
H -2.1090 -3.2394 0.6064 0.24 0.19 -0.31
H -1.7323 -3.7095 -0.8922 0.00 0.43 -0.16
C 5.3351 -6.7069 1.1392 -0.16 0.56 -0.07
O 4.5340 -5.5272 1.0630 0.52 -0.45 -0.21
C 3.3185 -5.7626 0.3837 -0.87 0.97 0.72
C 3.2633 -5.3041 -1.0774 0.07 -1.28 -0.85
C 3.1751 -3.8053 -1.2637 -0.18 0.52 0.25
N 2.0981 -5.9149 -1.7434 -0.19 0.38 0.03
H 5.6221 -7.0532 0.1426 -0.27 -0.27 -0.02
H 4.7601 -7.4396 1.7075 0.27 -0.40 -0.15
H 6.2706 -6.4865 1.6510 -0.17 0.21 0.20
H 2.9196 -6.7798 0.4898 0.71 -0.32 -0.22
H 2.5708 -5.2024 0.9693 0.01 0.27 -0.32
H 4.1251 -5.7302 -1.6032 0.19 0.20 0.12
H 2.4487 -3.4729 -0.5163 0.26 0.48 0.02
H 2.7953 -3.4663 -2.2291 -0.17 -0.62 -0.15
H 4.1046 -3.2436 -1.1777 0.08 -0.25 0.58
H 2.0711 -6.9251 -1.6821 0.21 -0.01 0.12
H 1.2441 -5.5723 -1.3183 -0.15 -0.09 -0.21
C 3.4140 2.3121 -1.0214 -0.30 -1.02 -0.20
O 4.0193 3.2199 -1.9029 0.22 -0.40 -0.01
C 3.8301 2.8228 -3.2369 -0.30 0.37 -0.54
C 4.6730 3.6501 -4.2111 -0.08 0.34 0.22
N 4.8537 5.0612 -3.8152 -0.22 -0.79 -0.38
C 3.5733 5.7425 -3.7032 -0.06 0.54 -0.01
C 3.6829 7.1533 -3.1196 0.21 -0.53 -0.50
O 4.4455 7.0962 -1.9478 0.17 0.11 0.32
C 4.6580 8.3587 -1.3600 -0.79 -0.05 -0.03
H 3.8795 2.3766 -0.0409 -0.17 0.34 0.07
H 3.5312 1.2679 -1.3540 0.48 0.06 -0.06
H 2.3183 2.3811 -0.9816 0.05 0.68 0.18
H 2.7740 2.9311 -3.5244 -0.11 0.06 0.20
H 4.0526 1.7597 -3.3889 0.19 -0.03 0.15
H 4.1530 3.6042 -5.1816 0.06 -0.26 -0.04
H 5.6648 3.2138 -4.3411 -0.01 0.01 0.11
H 5.3834 5.4358 -4.5969 0.01 0.48 0.28
H 2.9064 5.1826 -3.0504 0.20 -0.18 0.14
H 3.0459 5.8279 -4.6674 -0.02 0.00 -0.06
H 2.6518 7.4945 -2.9568 0.03 0.20 0.27
H 4.1376 7.8487 -3.8375 0.12 0.01 -0.08
H 3.6876 8.8654 -1.2950 0.08 0.29 0.12
H 5.3455 8.9972 -1.9214 0.10 -0.10 -0.17
H 5.0311 8.2191 -0.3492 0.13 -0.13 -0.02
C -2.9549 3.1746 -5.2860 0.25 0.49 0.46
O -2.5712 2.9633 -3.9410 -0.31 -0.44 0.03
C -1.2606 2.4661 -3.8548 1.31 0.94 0.38
C -0.9066 2.0315 -2.4525 -0.62 -0.48 1.09
N -0.7638 3.0733 -1.4289 -0.07 0.69 -0.47
C -0.5647 2.5232 -0.0903 -0.21 0.08 -0.63
C -0.6979 3.5838 0.9756 -0.29 -0.57 0.54
O -2.0791 3.9423 1.0057 0.41 0.47 -0.25
C -2.4081 4.7741 2.0835 -0.30 0.17 0.28
H -2.3838 4.0165 -5.6940 0.05 -0.08 -0.21
H -4.0039 3.4587 -5.2829 -0.08 -0.17 -0.07
H -2.7743 2.2818 -5.8893 -0.13 -0.03 -0.09
H -0.5426 3.2642 -4.1103 -0.11 0.06 -0.26
H -1.0763 1.6528 -4.5641 -0.21 -0.21 0.07
H 0.0377 1.4875 -2.4116 0.02 -0.13 -0.52
H -1.6664 1.3062 -2.1271 -0.01 -0.14 -0.07
H -1.5816 3.6733 -1.3958 -0.06 -0.11 -0.16
H 0.4029 2.0220 -0.0805 0.05 0.08 0.26
H -1.3212 1.7568 0.1129 0.16 -0.11 0.14
H -0.0493 4.4537 0.8328 -0.10 0.09 -0.25
H -0.4716 3.1469 1.9583 0.21 -0.01 -0.12
H -3.4427 5.0755 1.9229 -0.07 -0.05 0.21
H -1.8196 5.6944 2.1836 0.25 -0.05 -0.45
H -2.3023 4.2580 3.0453 -0.06 -0.10 -0.18
C -5.6543 4.7983 8.2772 -0.03 -0.31 0.19
O -5.1797 3.4714 8.4226 -0.18 -0.11 0.07
C -5.8527 2.5890 7.5363 -0.03 0.30 -0.09
C -5.2873 2.6253 6.1323 -0.01 -0.69 -0.13
N -3.8897 2.2000 6.1580 0.26 0.73 0.00
C -3.2649 2.2321 4.8311 -0.60 -0.31 0.07
C -1.9772 1.4468 4.8647 0.83 0.40 -0.04
O -1.2902 1.5673 3.6218 -0.50 -0.10 0.11
C -0.2847 0.6024 3.4724 0.45 -0.06 -0.63
H -6.7298 4.8536 8.4821 -0.05 -0.06 -0.14
H -5.4584 5.1549 7.2632 0.00 0.32 0.09
H -5.1633 5.4087 9.0312 0.22 0.06 -0.18
H -6.9187 2.8382 7.5231 -0.09 0.00 -0.07
H -5.7586 1.5657 7.8952 0.21 0.07 0.29
H -5.4207 3.5926 5.6304 -0.12 0.04 0.04
H -5.8596 1.8686 5.5844 0.03 0.17 -0.25
H -3.4163 2.9250 6.6954 0.08 -0.40 0.33
H -3.0829 3.2605 4.4958 0.00 -0.16 -0.08
H -3.9721 1.7612 4.1405 0.20 0.05 -0.17
H -2.1507 0.4004 5.1263 -0.12 -0.02 -0.07
H -1.2994 1.8695 5.6200 -0.19 -0.11 0.28
H 0.2979 0.8617 2.5848 -0.13 0.07 -0.01
H -0.7017 -0.3939 3.2841 -0.02 -0.04 0.24
H 0.4286 0.5681 4.3042 -0.23 0.01 0.21
C 1.8446 -0.5064 0.3135 -0.42 -0.25 0.87
C 1.0116 -0.8111 -0.9204 0.16 -0.33 -0.19
O -0.3482 -0.4613 -0.7563 -0.08 0.43 0.25
H 1.3313 -0.9876 1.1518 0.17 0.04 0.11
H 1.8635 0.5549 0.5682 -0.07 0.08 -0.27
H 2.8776 -0.8587 0.3229 -0.03 -0.14 -0.44
H 1.0271 -1.8714 -1.1879 0.40 -0.06 0.12
H 1.4483 -0.2765 -1.7699 -0.37 0.12 -0.14
H -0.8307 -1.2148 -0.3649 0.37 -0.20 -0.28
C 7.1881 -0.7200 1.6912 0.78 0.17 -0.41
C 5.7139 -0.7478 1.3015 0.64 -0.14 0.36
O 5.5921 -1.4448 0.0620 -0.35 0.01 0.29
H 7.5689 -1.7148 1.9385 -0.26 -0.07 0.13
H 7.5178 -0.0425 2.4819 -0.56 -0.02 0.19
H 7.7780 -0.4185 0.8208 -0.17 0.06 -0.09
H 5.3023 0.2509 1.1699 0.08 0.04 -0.21
H 5.1356 -1.2273 2.0976 -0.15 -0.08 -0.11
H 5.8208 -2.3632 0.2470 -0.05 0.00 -0.13

=====

(2)
168
Properties=species:S:1:pos:R:3:forces:R:3 method="wB97M-V/def2-TZVPD" spin_multiplicity=4 e_above_lowest_kcal_mol=89.2 e_tot_ev=-120682.5224 e_homo_ha="-0.373 / -0.373" lumo_ev="-2.73 / -2.88" total_charge=+1 gap_ev="7.42 / 7.28"
V -0.9738 -1.5258 4.4540 0.10 1.20 -2.55
C 0.9827 -0.5424 1.5389 -2.92 0.59 1.63
O 0.0098 -0.3649 0.4651 0.98 0.19 0.10
O 0.2065 -1.0430 2.6318 1.63 -0.24 -1.38
C 2.2550 -1.2425 0.9630 -2.50 -1.85 -0.72
F 3.0486 -1.7477 1.8578 0.52 -1.24 2.00
F 1.8810 -2.2452 0.0864 -0.04 0.20 0.77
F 3.0196 -0.4668 0.2685 0.74 2.23 -1.38
C 0.3690 0.3677 -0.7189 0.05 -0.19 -0.68
C -0.8637 0.7216 -1.5113 -0.14 1.10 -0.41
H -1.2447 1.6879 -1.1810 -0.63 -0.20 0.72
H -0.5359 1.0773 -2.4880 0.16 -0.66 -0.46
H -1.6678 -0.0084 -1.6050 0.28 -0.10 0.06
H 1.0659 -0.1809 -1.3524 -0.06 -0.57 0.16
H 0.8690 1.3274 -0.5883 0.29 -0.04 0.97
H 1.3287 0.4514 1.8231 0.34 0.34 -0.07
C -0.1695 5.6162 -3.4916 -0.78 -0.61 -0.53
C -0.2399 4.0548 -3.6109 1.10 1.31 1.00
O -0.4100 3.6678 -4.9526 0.17 0.17 0.43
O -0.0542 6.0918 -2.1049 -0.05 -0.67 -1.66
H -1.0660 5.9812 -3.9929 -0.51 0.21 0.53
H 0.5893 5.9675 -4.1908 0.72 0.07 0.59
H -0.9879 3.6868 -2.9087 -0.43 -0.13 -0.27
H 0.7171 3.6822 -3.2457 0.17 -0.24 -0.02
H -1.2717 3.2474 -5.0004 -0.61 0.06 -0.04
H 0.2215 7.0107 -2.1405 0.02 0.09 -0.02
C 5.6421 0.9190 2.0876 -0.02 0.58 -1.06
C 5.2463 2.3217 1.6909 -1.97 1.33 -0.73
O 6.2178 3.3221 1.4801 1.52 -0.26 1.04
O 6.2308 0.9681 3.3483 0.45 -0.10 1.07
H 6.3055 0.4730 1.3467 0.21 -0.15 -0.13
H 4.7695 0.2719 2.1778 -0.12 0.20 -0.16
H 4.5989 2.7090 2.4776 0.24 0.01 0.33
H 4.6364 2.5135 0.8081 -0.59 -1.55 -0.31
H 6.8027 3.0294 0.7774 0.12 0.08 -0.20
H 6.8304 1.7152 3.4112 0.13 0.29 -0.15
C -3.2606 -1.5757 0.9410 0.77 -0.81 0.27
C -2.8091 -2.7232 1.9024 0.56 0.03 -2.40
O -2.6954 -2.3104 3.2184 -0.73 0.05 2.13
O -2.6279 -0.3216 1.0883 -1.26 -0.39 0.59
H -4.3376 -1.4514 1.0536 0.04 0.26 0.14
H -3.0940 -1.9950 -0.0513 -0.05 0.11 -0.38
H -1.8617 -3.2256 1.7071 0.32 0.66 -0.74
H -3.5151 -3.5317 1.7128 -0.46 -0.07 0.59
H -3.5086 -2.5750 3.6546 -0.05 0.27 0.44
H -1.6812 -0.4396 0.9814 1.03 -0.03 -0.28
C 0.9548 -4.0255 3.8827 0.62 -0.59 -0.65
C 1.7372 -3.2213 4.9261 0.13 -0.74 0.23
O 1.1217 -2.0028 5.2879 -0.89 0.31 -0.14
O -0.4717 -3.8671 3.9501 0.84 0.79 0.81
H 1.2187 -5.0798 3.9663 -0.08 -0.13 0.64
H 1.3942 -3.8099 2.9088 -0.73 0.69 -0.32
H 2.7064 -3.0115 4.4737 0.11 -0.18 0.12
H 1.8534 -3.7726 5.8592 0.18 -0.34 -0.13
H 1.7718 -1.3932 5.6448 0.01 0.14 -0.13
H -0.9290 -4.5374 3.4371 0.13 -0.05 -0.12
C 7.1411 -2.2442 3.4869 -0.07 -0.16 -0.13
C 5.6929 -2.6853 3.2563 0.93 0.74 0.34
O 5.6071 -3.7295 2.2895 -0.47 0.61 0.68
O 7.2033 -1.2422 4.4814 0.40 -0.99 0.12
H 7.5738 -1.9714 2.5243 0.02 0.52 -0.15
H 7.7591 -3.0905 3.7867 -0.10 -0.13 0.41
H 5.1431 -1.7983 2.9417 -0.06 -0.28 -0.71
H 5.2797 -2.8361 4.2536 -0.22 -1.00 0.10
H 5.9557 -4.5524 2.6400 0.11 -0.01 0.17
H 7.0009 -0.3902 4.0879 -0.28 0.29 -0.26
C -2.5196 0.6107 -5.4077 0.19 -0.87 -0.66
C -2.9543 1.9138 -6.0351 -1.34 -0.40 -0.37
C -4.1622 1.7221 -7.0401 2.53 1.16 0.58
O -4.2601 2.9415 -7.8207 -0.90 -2.00 0.44
C -5.3592 2.8809 -8.7951 1.38 1.31 1.46
N -3.2817 2.8170 -4.9267 0.31 0.70 -0.57
H -2.2313 -0.1423 -6.1412 -0.20 0.04 -0.42
H -3.3458 0.1618 -4.8564 0.13 0.04 0.43
H -1.6038 0.6953 -4.8226 -0.31 0.40 0.46
H -2.1587 2.2816 -6.6830 0.20 0.50 0.32
H -5.0339 1.5244 -6.4163 -0.43 -0.22 -0.50
H -3.7711 0.9052 -7.6466 -0.90 -0.34 -0.41
H -6.2312 2.3896 -8.3633 0.02 -0.10 -0.18
H -5.0262 2.4636 -9.7454 -0.12 -0.14 0.10
H -5.5103 3.9592 -8.8449 -0.71 -0.17 -0.82
H -3.9198 2.3915 -4.2695 0.11 -0.52 0.11
H -3.8224 3.5811 -5.3061 0.12 0.51 -0.13
C 0.1109 -4.6593 -1.3426 0.14 1.34 -0.90
C -1.3304 -4.2150 -1.1311 1.45 0.36 -0.86
C -2.1348 -3.8466 -2.3967 0.20 1.46 1.17
O -1.8181 -2.5471 -2.8605 0.76 0.25 -0.61
C -0.8491 -2.4414 -3.9155 -1.28 -0.73 -0.38
N -1.8613 -5.3883 -0.5728 -2.08 -1.65 0.61
H 0.1371 -5.3743 -2.1649 0.15 -0.40 0.18
H 0.4275 -5.0771 -0.3869 0.42 -0.04 -0.34
H 0.7231 -3.8180 -1.6673 0.31 -0.05 0.28
H -1.2730 -3.4406 -0.3661 -0.48 0.52 -0.35
H -3.1799 -3.7302 -2.1101 -0.25 -0.22 0.26
H -2.1401 -4.6506 -3.1327 0.54 0.00 -0.38
H 0.1201 -2.8914 -3.7005 0.15 0.43 0.35
H -0.8389 -1.4111 -4.2712 0.42 0.02 0.56
H -1.2481 -2.9941 -4.7661 0.02 -0.26 -0.27
H -2.8673 -5.3213 -0.6325 -0.66 -0.04 0.57
H -1.7044 -6.0655 -1.3056 0.28 -0.91 0.19
C -1.9729 2.8277 4.1864 0.40 1.04 -0.62
C -1.3968 1.4675 4.4118 0.29 0.69 1.92
C -1.1692 1.2860 5.9413 1.91 0.12 -1.65
O -0.5480 -0.0163 6.1158 -1.47 -0.26 -0.95
C -0.4013 -0.3550 7.4526 0.62 0.29 1.51
N -2.2739 0.4047 4.0141 -0.27 -1.19 -0.58
H -2.9215 3.0168 4.6889 -0.14 -0.22 -0.07
H -2.0526 2.9863 3.1110 -0.44 0.05 -0.07
H -1.2766 3.6067 4.4969 0.10 -0.04 0.19
H -0.4735 1.3767 3.8396 0.21 -0.14 0.26
H -2.1021 1.5014 6.4622 -0.07 -0.73 0.37
H -0.3705 1.9292 6.3107 -0.38 0.69 -0.07
H 0.2177 0.3935 7.9473 0.21 0.17 0.10
H 0.1352 -1.2996 7.5422 -0.39 -0.10 -0.07
H -1.3504 -0.3291 7.9880 -0.15 -0.44 -0.04
H -2.3721 0.4036 3.0089 0.70 -0.50 -0.97
H -3.2372 0.6572 4.1826 -0.39 -0.09 1.10
C 6.4656 -4.3454 -1.4476 0.21 1.08 -1.03
C 5.1760 -3.5017 -1.4384 0.34 -1.18 0.74
C 4.2788 -3.6331 -2.6777 0.24 0.11 -1.58
O 4.9426 -3.2131 -3.8893 0.40 -0.02 -0.52
C 4.3021 -3.6048 -5.1419 -0.08 -0.18 2.09
N 4.4048 -4.0218 -0.3039 -1.15 0.18 -0.89
H 7.1608 -3.9903 -0.6869 -0.18 -0.04 0.29
H 6.9750 -4.1387 -2.3888 0.15 -0.36 -0.16
H 6.2981 -5.4133 -1.3073 -0.24 0.14 -0.13
H 5.4194 -2.4505 -1.2840 0.21 0.25 -0.29
H 3.3768 -3.0222 -2.6420 -0.23 0.32 0.71
H 3.9043 -4.6494 -2.8005 0.27 -0.45 0.16
H 4.1592 -4.6825 -5.0638 0.00 -0.19 -0.51
H 4.8908 -3.3253 -6.0156 0.25 0.02 0.44
H 3.3165 -3.1444 -5.2102 -0.16 0.17 -0.09
H 4.7782 -3.8008 0.6082 0.21 0.19 -0.16
H 3.5010 -3.5828 -0.4068 -0.32 -0.14 0.62
C -0.5500 4.9992 1.2541 0.76 -0.04 -0.19
C 0.8687 4.4684 0.9726 0.41 0.89 0.52
C 1.2204 3.3562 1.9773 -0.89 0.26 -0.34
O 1.2188 3.7642 3.3452 -1.18 -0.37 -0.18
C 2.4501 4.1063 3.8595 1.70 0.14 -0.61
N 1.0064 3.9814 -0.3955 -0.30 -0.96 1.00
H -0.6735 5.1666 2.3241 -0.22 0.19 -0.08
H -1.2597 4.2561 0.8906 -0.20 -0.22 0.19
H -0.7438 5.8934 0.6617 0.01 0.13 0.24
H 1.6171 5.2596 1.0176 -0.03 0.30 0.63
H 2.0987 2.8253 1.6101 0.50 0.08 0.48
H 0.3963 2.6436 1.9423 -0.18 -0.31 -0.21
H 3.1180 3.2456 3.8264 0.18 -0.26 0.18
H 2.4578 4.4721 4.8863 -0.67 0.02 -0.10
H 2.9118 4.8510 3.2112 0.24 0.37 0.14
H 0.2485 3.3147 -0.3621 -0.26 -0.64 -1.07
H 0.6753 4.7238 -0.9950 0.04 0.21 -0.34
C -4.3776 2.2045 -1.5181 -1.38 0.22 -0.32
C -5.8913 2.5452 -1.1928 1.69 -2.74 0.39
C -6.5357 1.2521 -0.4393 -0.68 0.99 -1.76
O -6.7119 0.0727 -1.2761 1.49 1.97 0.78
C -7.0938 -0.9929 -0.4828 -0.28 -1.66 -1.35
N -5.9157 3.7341 -0.3928 -0.64 0.09 0.09
H -3.8274 2.1057 -0.5824 0.08 0.32 0.07
H -3.9883 2.9963 -2.1581 0.28 0.12 0.34
H -4.2088 1.2623 -2.0396 -0.42 -0.14 -0.07
H -6.4731 2.8529 -2.0616 0.10 -0.80 -0.35
H -7.5575 1.4932 -0.1462 -0.15 0.46 0.34
H -5.9865 1.0144 0.4718 0.46 -0.04 -0.02
H -8.0786 -0.8417 -0.0407 0.03 -0.06 0.36
H -6.3525 -1.4124 0.1974 0.23 0.80 0.69
H -7.1291 -1.8098 -1.2036 -0.69 -0.26 -0.03
H -6.9045 3.9389 -0.3725 -0.08 0.76 0.69
H -5.5759 3.5895 0.5473 0.00 -0.04 0.19